# 1
{"formula": "C2H7NO2S", "method": "the ωB97M-V functional and the def2-TZVPD basis", "elements": ["C", "C", "N", "O", "O", "S", "H", "H", "H", "H", "H", "H", "H"], "coordinates": [[2.25, -1.01, 0.15], [1.53, -0.16, 0.90], [-3.06, 0.20, 0.78], [-2.00, 1.13, -1.89], [-1.70, 0.05, 0.39], [-1.32, -0.25, -1.17], [-1.59, 1.70, -2.51], [3.33, -1.18, 0.26], [1.71, -1.56, -0.63], [1.94, 0.44, 1.64], [0.54, 0.03, 0.66], [-3.43, 0.85, -0.02], [-3.48, -0.75, 0.68]], "smiles": "NOSO.C=C", "lumo_ev": 0.3, "total_charge": 0, "max_force_ha_per_bohr": 0.056, "de_lowest_kcal_mol": 112.5}

***

# 2
{"formula": "C31H47MnNO2P2S2", "method": "the ωB97M-V functional and the def2-TZVPD basis", "elements": ["Mn", "C", "C", "C", "C", "C", "C", "H", "H", "H", "C", "H", "H", "H", "C", "H", "H", "H", "C", "H", "H", "H", "C", "H", "H", "H", "C", "C", "C", "C", "C", "C", "C", "C", "H", "H", "H", "H", "H", "H", "H", "H", "H", "H", "H", "H", "P", "P", "C", "C", "H", "H", "H", "H", "C", "H", "H", "H", "C", "H", "H", "H", "C", "H", "H", "H", "C", "H", "H", "H", "O", "S", "O", "N", "C", "S", "C", "C", "C", "C", "C", "C", "H", "H", "H", "H"], "coordinates": [[-2.25, 2.36, -0.02], [2.53, 1.12, 1.64], [1.62, 0.59, 2.61], [2.86, -1.16, 1.75], [3.29, 0.04, 1.13], [1.80, -0.83, 2.63], [2.71, 2.52, 1.22], [2.00, 3.18, 1.72], [2.58, 2.61, 0.13], [3.72, 2.89, 1.45], [4.38, 0.14, 0.14], [4.31, 1.08, -0.42], [4.32, -0.69, -0.58], [5.38, 0.12, 0.59], [3.44, -2.50, 1.59], [4.02, -2.84, 2.46], [4.12, -2.51, 0.73], [2.67, -3.25, 1.40], [1.05, -1.77, 3.49], [1.57, -1.97, 4.44], [0.94, -2.74, 2.97], [0.05, -1.38, 3.74], [0.80, 1.35, 3.56], [1.37, 1.46, 4.50], [-0.12, 0.80, 3.81], [0.54, 2.34, 3.19], [-3.04, 2.86, -1.66], [-2.55, 3.95, -0.78], [-3.41, 4.43, 0.39], [-4.08, 3.39, 1.41], [-3.46, 2.01, 1.37], [-3.68, 1.10, 0.22], [-4.82, 1.24, -0.75], [-4.49, 2.40, -1.73], [-4.26, 4.99, -0.06], [-5.18, 3.37, 1.27], [-2.84, 5.13, 1.04], [-5.07, 3.29, -1.48], [-2.56, 2.71, -2.64], [-1.63, 4.50, -1.03], [-4.72, 2.07, -2.76], [-4.98, 0.28, -1.29], [-3.36, 0.06, 0.30], [-5.78, 1.40, -0.22], [-3.94, 3.81, 2.44], [-3.09, 1.59, 2.30], [-0.97, 0.96, -1.60], [-1.39, -1.48, 0.62], [-2.00, -0.45, -2.23], [-2.12, -1.59, -1.18], [-1.38, -0.80, -3.06], [-2.99, -0.16, -2.65], [-3.17, -1.91, -1.05], [-1.51, -2.42, -1.53], [-1.13, -3.26, 0.80], [-0.74, -3.46, 1.80], [-0.40, -3.52, 0.03], [-2.09, -3.76, 0.62], [-2.75, -1.58, 1.95], [-3.53, -2.29, 1.65], [-3.21, -0.62, 2.21], [-2.26, -1.98, 2.85], [-0.14, 2.19, -2.71], [0.65, 2.64, -2.09], [-0.74, 3.01, -3.15], [0.33, 1.59, -3.49], [-0.58, 2.89, 0.88], [-0.12, 1.92, 1.13], [-0.85, 3.39, 1.82], [0.09, 3.49, 0.26], [0.91, -5.37, -2.22], [1.63, -4.43, -1.40], [2.03, -4.88, -0.09], [0.77, -2.99, -1.31], [1.41, -1.92, -1.73], [0.73, -0.31, -1.26], [2.70, -2.26, -2.34], [3.70, -1.50, -2.95], [4.87, -2.09, -3.44], [5.08, -3.48, -3.29], [4.11, -4.26, -2.66], [2.94, -3.65, -2.23], [3.52, -0.42, -3.04], [5.62, -1.48, -3.95], [6.00, -3.94, -3.67], [4.23, -5.34, -2.52]], "lumo_ev": [-7.3, -7.6], "total_charge": 2, "max_force_ha_per_bohr": 0.116, "de_lowest_kcal_mol": 32.7, "spin_multiplicity": 4}

***

# 3
{"formula": "C6H10O", "method": "the ωB97M-V functional and the def2-TZVPD basis", "elements": ["O", "C", "C", "C", "C", "C", "C", "H", "H", "H", "H", "H", "H", "H", "H", "H", "H"], "coordinates": [[-2.65, -1.75, 0.88], [-1.98, -1.83, -0.12], [-0.69, -0.95, -0.33], [-0.99, 0.43, 0.18], [0.31, 1.35, 0.39], [2.55, 0.47, 0.02], [1.43, 0.99, -0.50], [-2.21, -2.61, -0.85], [0.08, -1.41, 0.29], [-0.61, -1.08, -1.41], [-1.23, 0.29, 1.25], [-1.78, 1.08, -0.20], [-0.04, 2.34, 0.08], [0.56, 1.40, 1.44], [2.47, -0.05, 0.97], [3.48, 0.41, -0.51], [1.32, 0.92, -1.59]], "smiles": "C=CCCCC=O", "lumo_ev": 1.0, "total_charge": 0, "max_force_ha_per_bohr": 0.063, "de_lowest_kcal_mol": 42.3}

***

# 4
{"formula": "C22H65O11V", "method": "the ωB97M-V functional and the def2-TZVPD basis", "elements": ["V", "O", "H", "H", "H", "C", "C", "C", "O", "H", "H", "H", "H", "H", "H", "H", "C", "C", "C", "O", "H", "H", "H", "H", "H", "H", "H", "C", "C", "O", "H", "H", "H", "H", "H", "H", "C", "C", "O", "H", "H", "H", "H", "H", "H", "C", "C", "O", "H", "H", "H", "H", "H", "H", "C", "C", "O", "H", "H", "H", "H", "H", "H", "C", "C", "O", "H", "H", "H", "H", "H", "H", "C", "C", "O", "H", "H", "H", "H", "H", "H", "C", "C", "O", "H", "H", "H", "H", "H", "H", "C", "C", "O", "H", "H", "H", "H", "H", "H"], "coordinates": [[4.10, 1.18, 0.40], [1.83, 3.22, -2.03], [2.68, 3.45, -2.42], [1.23, 2.95, -2.73], [1.84, 2.58, -1.31], [4.42, -2.80, 1.35], [5.57, -1.76, 1.66], [6.89, -2.32, 1.18], [5.32, -0.47, 1.16], [4.45, -3.04, 0.29], [3.42, -2.44, 1.63], [4.59, -3.74, 1.88], [5.72, -1.60, 2.73], [7.73, -1.73, 1.58], [6.94, -2.51, 0.11], [6.97, -3.28, 1.69], [-0.37, 1.31, -0.80], [0.68, 1.03, 0.31], [0.59, -0.48, 0.65], [1.98, 1.34, -0.11], [-0.16, 0.76, -1.72], [-0.58, 2.38, -0.85], [-1.32, 0.80, -0.62], [0.32, 1.58, 1.18], [-0.41, -0.77, 0.97], [1.36, -0.67, 1.39], [0.78, -1.14, -0.19], [-3.39, 3.98, -2.51], [-4.28, 2.93, -1.82], [-5.07, 3.67, -0.89], [-2.78, 4.54, -1.80], [-3.93, 4.66, -3.17], [-2.61, 3.40, -2.99], [-3.66, 2.29, -1.20], [-4.92, 2.32, -2.45], [-5.13, 3.18, -0.07], [0.26, -4.09, 1.39], [1.36, -4.72, 0.59], [0.71, -5.57, -0.29], [-0.61, -4.71, 1.63], [0.04, -3.24, 0.74], [0.63, -3.59, 2.29], [1.87, -5.38, 1.30], [2.07, -4.07, 0.10], [0.61, -5.07, -1.10], [-3.20, -1.56, -0.73], [-3.96, -2.86, -0.80], [-4.76, -2.68, -1.99], [-3.79, -0.73, -1.12], [-2.29, -1.64, -1.33], [-2.72, -1.30, 0.20], [-4.52, -3.16, 0.09], [-3.34, -3.73, -0.98], [-4.34, -3.20, -2.68], [-2.62, 1.03, 2.57], [-3.61, 2.26, 2.41], [-3.07, 3.11, 1.41], [-2.97, 0.30, 3.30], [-1.65, 1.38, 2.93], [-2.57, 0.41, 1.67], [-3.67, 2.69, 3.41], [-4.59, 1.87, 2.16], [-2.94, 4.02, 1.69], [-0.31, -2.76, -3.76], [1.04, -3.13, -3.03], [1.14, -4.52, -3.00], [-0.35, -1.76, -4.20], [-1.15, -2.76, -3.07], [-0.43, -3.49, -4.56], [1.02, -2.91, -1.96], [1.91, -2.66, -3.48], [1.59, -4.75, -3.81], [0.13, 4.79, 2.13], [-0.02, 3.84, 3.35], [-0.06, 4.61, 4.49], [1.00, 5.42, 2.27], [-0.79, 5.35, 1.94], [0.14, 4.17, 1.23], [0.87, 3.22, 3.42], [-0.92, 3.24, 3.40], [0.69, 5.22, 4.58], [0.46, -0.58, 4.04], [-0.33, -1.56, 4.94], [-0.98, -2.51, 4.18], [1.46, -0.90, 3.74], [0.67, 0.33, 4.60], [-0.25, -0.22, 3.30], [-1.03, -0.98, 5.54], [0.36, -2.12, 5.57], [-1.20, -3.27, 4.72], [1.54, 2.63, -5.68], [0.71, 1.73, -4.78], [-0.02, 2.54, -3.91], [2.24, 1.95, -6.16], [2.22, 3.32, -5.18], [1.10, 3.22, -6.49], [1.27, 1.03, -4.15], [-0.03, 1.06, -5.22], [-0.88, 2.69, -4.31]], "lumo_ev": [-8.7, -10.3], "total_charge": 2, "max_force_ha_per_bohr": 0.081, "spin_multiplicity": 5}

***

# 5
{"formula": "C77H52FO12S", "method": "the ωB97M-V functional and the def2-TZVPD basis", "elements": ["O", "C", "O", "C", "C", "C", "F", "C", "C", "C", "S", "H", "H", "H", "H", "H", "H", "H", "H", "H", "H", "H", "H", "C", "C", "C", "C", "C", "C", "C", "O", "C", "C", "C", "C", "C", "C", "C", "O", "H", "H", "H", "H", "H", "H", "H", "H", "C", "C", "C", "C", "C", "C", "C", "O", "C", "C", "C", "C", "C", "C", "C", "O", "H", "H", "H", "H", "H", "H", "H", "H", "C", "C", "C", "C", "C", "C", "C", "O", "C", "C", "C", "C", "C", "C", "C", "O", "H", "H", "H", "H", "H", "H", "H", "H", "C", "C", "C", "C", "C", "C", "C", "O", "C", "C", "C", "C", "C", "C", "C", "O", "H", "H", "H", "H", "H", "H", "H", "H", "C", "C", "C", "C", "C", "C", "C", "O", "C", "C", "C", "C", "C", "C", "C", "O", "H", "H", "H", "H", "H", "H", "H", "H"], "coordinates": [[-5.35, 5.07, 2.40], [-5.24, 6.02, 1.62], [-4.11, 6.70, 1.48], [-4.20, 7.93, 0.71], [-2.77, 8.44, 0.44], [-2.12, 8.07, -0.88], [-2.79, 8.96, -1.87], [-2.53, 6.69, -1.34], [-1.54, 6.08, -2.32], [-0.23, 5.72, -1.64], [-0.32, 4.16, -0.69], [-6.08, 6.30, 0.97], [-4.76, 8.66, 1.30], [-4.75, 7.76, -0.22], [-2.16, 8.02, 1.23], [-2.78, 9.52, 0.57], [-3.52, 6.77, -1.82], [-2.62, 6.01, -0.49], [-1.38, 6.73, -3.17], [-1.96, 5.15, -2.71], [0.08, 6.51, -0.97], [0.58, 5.57, -2.34], [-1.03, 4.53, 0.38], [-0.04, 0.31, 2.45], [0.12, -0.92, 3.06], [1.31, -1.62, 2.93], [2.34, -1.08, 2.17], [2.17, 0.15, 1.54], [0.98, 0.85, 1.69], [3.26, 0.73, 0.69], [3.13, 1.80, 0.15], [4.51, -0.07, 0.52], [5.51, 0.42, -0.31], [6.68, -0.30, -0.47], [6.86, -1.51, 0.20], [5.87, -2.00, 1.03], [4.69, -1.28, 1.19], [3.62, -1.84, 2.06], [3.78, -2.89, 2.65], [-0.97, 0.86, 2.56], [-0.69, -1.35, 3.65], [1.44, -2.57, 3.42], [0.85, 1.81, 1.21], [5.36, 1.36, -0.82], [7.46, 0.08, -1.12], [7.78, -2.07, 0.07], [6.00, -2.94, 1.55], [5.45, -8.14, -4.27], [4.42, -9.06, -4.44], [3.24, -8.93, -3.73], [3.08, -7.88, -2.83], [4.12, -6.97, -2.64], [5.30, -7.10, -3.37], [4.00, -5.86, -1.65], [4.90, -5.07, -1.49], [2.74, -5.77, -0.86], [2.63, -4.78, 0.11], [1.47, -4.68, 0.85], [0.41, -5.55, 0.63], [0.52, -6.54, -0.33], [1.69, -6.66, -1.08], [1.80, -7.75, -2.09], [0.88, -8.51, -2.30], [6.37, -8.24, -4.83], [4.54, -9.88, -5.14], [2.43, -9.63, -3.86], [6.10, -6.38, -3.22], [3.45, -4.10, 0.28], [1.38, -3.91, 1.61], [-0.50, -5.47, 1.21], [-0.29, -7.23, -0.51], [5.98, -9.73, -0.90], [7.11, -10.25, -0.26], [7.02, -10.72, 1.04], [5.81, -10.66, 1.72], [4.68, -10.12, 1.08], [4.78, -9.67, -0.22], [3.38, -10.00, 1.79], [2.41, -9.53, 1.24], [3.32, -10.46, 3.21], [2.13, -10.31, 3.91], [2.04, -10.74, 5.22], [3.15, -11.33, 5.84], [4.33, -11.47, 5.15], [4.43, -11.03, 3.83], [5.73, -11.17, 3.11], [6.69, -11.69, 3.65], [6.05, -9.37, -1.91], [8.05, -10.29, -0.78], [7.89, -11.12, 1.54], [3.90, -9.27, -0.71], [1.28, -9.86, 3.43], [1.12, -10.63, 5.77], [3.08, -11.67, 6.86], [5.20, -11.92, 5.62], [3.19, 8.05, -9.26], [2.61, 8.67, -10.36], [1.36, 9.26, -10.26], [0.68, 9.22, -9.05], [1.25, 8.59, -7.94], [2.51, 8.01, -8.05], [0.53, 8.50, -6.64], [1.04, 7.95, -5.69], [-0.83, 9.10, -6.56], [-1.56, 9.00, -5.38], [-2.82, 9.56, -5.28], [-3.36, 10.23, -6.37], [-2.65, 10.34, -7.56], [-1.39, 9.77, -7.66], [-0.66, 9.87, -8.95], [-1.13, 10.46, -9.90], [4.17, 7.60, -9.34], [3.14, 8.69, -11.31], [0.91, 9.74, -11.11], [2.95, 7.53, -7.19], [-1.13, 8.49, -4.52], [-3.36, 9.47, -4.35], [-4.35, 10.68, -6.29], [-3.07, 10.86, -8.41], [-11.75, 3.44, 7.00], [-11.77, 2.14, 7.50], [-10.63, 1.36, 7.44], [-9.47, 1.86, 6.87], [-9.46, 3.16, 6.35], [-10.60, 3.94, 6.42], [-8.23, 3.71, 5.70], [-8.22, 4.84, 5.27], [-7.03, 2.83, 5.61], [-5.89, 3.30, 4.96], [-4.77, 2.50, 4.88], [-4.77, 1.23, 5.44], [-5.90, 0.75, 6.08], [-7.04, 1.55, 6.16], [-8.25, 1.00, 6.83], [-8.25, -0.10, 7.33], [-12.64, 4.05, 7.05], [-12.67, 1.75, 7.94], [-10.64, 0.35, 7.84], [-10.57, 4.95, 6.03], [-5.89, 4.29, 4.51], [-3.89, 2.87, 4.37], [-3.89, 0.61, 5.38], [-5.91, -0.23, 6.52]], "lumo_ev": -0.1, "total_charge": -1, "max_force_ha_per_bohr": 0.037}

***

# 6
{"formula": "C8H8O2P", "method": "the ωB97M-V functional and the def2-TZVPD basis", "elements": ["C", "C", "C", "C", "C", "C", "C", "C", "O", "O", "P", "H", "H", "H", "H", "H", "H", "H", "H"], "coordinates": [[1.93, 1.86, 0.05], [1.56, 1.27, -1.17], [1.63, 1.30, 1.23], [0.90, 0.07, -1.15], [0.86, 0.06, 1.27], [0.46, -0.52, 0.09], [-0.84, -2.79, 0.52], [-0.42, -1.62, 0.10], [-3.91, -0.15, 0.30], [-2.29, 1.77, -0.17], [-2.73, 0.40, -0.40], [2.82, 2.49, -0.08], [1.89, 1.70, -2.11], [1.97, 1.64, 2.17], [0.47, -0.37, -2.05], [0.41, -0.26, 2.21], [-1.86, -3.07, 0.42], [-0.29, -3.83, 0.63], [-2.55, 0.03, -1.87]], "lumo_ev": [3.6, 3.6], "total_charge": -1, "max_force_ha_per_bohr": 0.080, "de_lowest_kcal_mol": 63.9}

***

# 7
{"formula": "C3H9NP2", "method": "the ωB97M-V functional and the def2-TZVPD basis", "elements": ["C", "C", "C", "N", "P", "P", "H", "H", "H", "H", "H", "H", "H", "H", "H"], "coordinates": [[0.90, 0.94, -0.21], [-2.15, 1.73, 0.34], [1.20, -0.26, 0.64], [1.40, -1.52, 0.04], [-0.76, 0.24, -0.10], [0.30, -1.88, -1.17], [0.98, 1.93, 0.34], [1.42, 1.06, -1.26], [-2.45, 1.52, 1.35], [-3.13, 1.65, -0.38], [-1.50, 2.60, 0.23], [1.56, -0.17, 1.78], [1.80, -2.27, 0.60], [-0.70, -2.74, -0.52], [1.12, -2.85, -1.68]], "smiles": "C[P@]12=[PH2]N[C@H]1C2", "lumo_ev": 0.8, "total_charge": 0, "max_force_ha_per_bohr": 0.066, "de_lowest_kcal_mol": 86.2}

***

# 8
{"formula": "C17H47AlClN4O3", "method": "the ωB97M-V functional and the def2-TZVPD basis", "elements": ["C", "N", "C", "Al", "C", "C", "C", "Cl", "H", "H", "H", "H", "H", "H", "H", "H", "H", "H", "H", "H", "H", "H", "C", "C", "C", "O", "C", "N", "H", "H", "H", "H", "H", "H", "H", "H", "H", "H", "H", "C", "C", "C", "O", "C", "N", "H", "H", "H", "H", "H", "H", "H", "H", "H", "H", "H", "C", "C", "C", "O", "C", "N", "H", "H", "H", "H", "H", "H", "H", "H", "H", "H", "H"], "coordinates": [[2.69, -2.00, -2.08], [2.21, -0.70, -2.69], [2.82, 0.52, -2.05], [1.48, 2.10, -2.36], [-0.46, 1.60, -1.88], [-1.04, 0.28, -2.70], [-1.07, -1.06, -1.73], [-2.85, 0.60, -3.15], [3.85, -2.10, -1.97], [2.20, -2.16, -1.02], [2.30, -2.87, -2.77], [2.30, -0.69, -3.74], [3.83, 0.89, -2.54], [2.90, 0.39, -0.89], [1.67, 2.60, -3.86], [1.98, 3.25, -1.37], [-0.54, 1.43, -0.71], [-1.15, 2.52, -2.21], [-0.40, 0.11, -3.68], [-1.83, -1.81, -2.25], [-1.49, -0.81, -0.64], [-0.05, -1.62, -1.65], [-5.27, 3.55, 0.87], [-4.33, 4.03, 1.98], [-2.88, 3.51, 1.82], [-2.70, 2.15, 2.22], [-3.05, 1.20, 1.22], [-4.90, 3.67, 3.28], [-5.56, 2.51, 0.99], [-6.19, 4.14, 0.88], [-4.81, 3.67, -0.11], [-4.29, 5.13, 1.91], [-2.24, 4.10, 2.49], [-2.50, 3.68, 0.81], [-2.82, 1.55, 0.21], [-4.11, 0.94, 1.31], [-2.48, 0.29, 1.41], [-4.31, 4.07, 4.02], [-4.77, 2.66, 3.40], [-3.59, -0.45, 7.18], [-3.13, 0.13, 5.85], [-1.63, 0.50, 5.82], [-1.32, 1.72, 6.49], [-1.16, 1.59, 7.90], [-3.98, 1.28, 5.51], [-3.69, 0.31, 7.96], [-4.57, -0.93, 7.08], [-2.89, -1.21, 7.54], [-3.29, -0.65, 5.09], [-1.34, 0.66, 4.77], [-1.01, -0.32, 6.19], [-0.72, 0.63, 8.18], [-2.13, 1.73, 8.39], [-0.50, 2.39, 8.24], [-3.73, 1.60, 4.57], [-3.70, 2.05, 6.12], [6.59, -3.41, -6.51], [6.33, -3.59, -5.01], [5.16, -4.54, -4.70], [3.86, -3.96, -4.89], [3.40, -3.97, -6.23], [6.14, -2.27, -4.40], [5.85, -2.76, -6.99], [7.57, -2.94, -6.67], [6.59, -4.37, -7.02], [7.24, -4.03, -4.58], [5.21, -4.81, -3.64], [5.24, -5.48, -5.26], [3.72, -4.87, -6.77], [3.73, -3.07, -6.75], [2.31, -3.96, -6.21], [6.06, -2.39, -3.39], [5.21, -1.94, -4.68]], "lumo_ev": 2.4, "total_charge": -1, "max_force_ha_per_bohr": 0.052}